No. 1
A molecular structure, C39H40BCl52F3N5O5S at a distorted geometry. Source: OMol25; level of theory: ωB97M-V with the def2-TZVPD basis set.

Calculated values
- Net charge: +1
- LUMO energy: -4.4703 eV
- Total energy: -729574.2269 eV
- 2S+1: 1
- F_max: 8.41 eV/A

XYZ file:
```
146
C39H40BCl52F3N5O5S ωB97M-V with the def2-TZVPD basis set
C 6.3642 -1.7473 -0.9221
C 7.2973 -0.6281 -0.5093
C 6.7940 0.9214 -0.7223
O 6.7478 1.4005 -1.9928
O 6.3988 1.8597 0.3413
C 4.9910 2.2594 0.1562
C 4.1479 2.2619 1.5899
C 4.0308 0.6931 2.0644
C 2.4280 0.2537 2.0217
C 2.2061 -0.9173 0.8983
C 1.7754 -0.3240 -0.6057
C 0.1371 -0.6527 -0.7163
N -0.6835 -0.1026 0.3965
N -2.0179 -0.3705 0.4005
C -2.7636 0.2665 1.5995
C -2.6704 -0.6471 2.9685
O -1.2599 -0.9681 3.2849
C -3.2470 0.3357 4.1930
F -3.4723 -0.3875 5.4658
F -4.4156 1.1622 3.7596
F -2.1342 1.3269 4.4338
C -2.8818 -1.1578 -0.5454
C -4.4804 -1.4758 -0.4453
C -4.8699 -3.0437 -0.1485
C -4.4515 -3.5998 1.3335
C -2.8481 -3.9218 1.4483
N -2.2959 -4.7229 0.2522
C -2.1209 -1.8001 -1.8915
C -2.8809 -2.6396 -3.0767
C -2.9449 -1.6788 -4.4453
S -4.7145 -1.6252 -5.0578
C -5.6496 -0.2095 -4.2482
N -6.7413 -0.1980 -3.1964
N -7.2629 1.0317 -2.7872
C -6.4913 2.0407 -3.6209
O -5.5224 1.2675 -4.4672
C -0.4719 -1.5392 -1.9978
B 0.4229 -2.1437 -3.2334
O 0.2991 -3.5803 -3.6383
C 1.5315 -1.2603 -4.1298
C 1.3292 0.3625 -3.9943
H 6.0885 -1.9474 -2.0585
H 5.8633 -2.3839 -0.0650
H 8.3424 -0.9596 -0.0967
H 4.9335 3.3766 -0.2398
H 4.4315 1.5499 -0.6157
H 4.7284 2.8405 2.4267
H 3.0975 2.7324 1.3776
H 4.7002 0.0197 1.3652
H 4.4798 0.5533 3.1583
H 2.2282 -0.2613 3.0799
H 1.6939 1.1618 1.9520
H 3.2097 -1.5375 0.7495
H 1.3971 -1.7315 1.2272
H 1.9299 0.8527 -0.6775
H 2.4182 -0.9305 -1.3675
H -2.1661 1.2682 1.8600
H -3.8426 0.6260 1.3239
H -3.3174 -1.6203 2.9531
H -1.2240 -1.1388 4.2724
H -4.9357 -1.2305 -1.5222
H -5.0906 -0.8261 0.3086
H -4.4721 -3.8139 -0.9326
H -6.0601 -3.1058 -0.2038
H -5.0063 -4.6502 1.4599
H -4.8858 -2.9121 2.1740
H -2.1547 -2.9839 1.5399
H -2.6701 -4.5578 2.4421
H -1.2702 -4.4426 0.2032
H -2.3837 -5.7496 0.4178
H -2.3024 -3.6196 -3.4142
H -4.0055 -2.9060 -2.8527
H -2.1731 -2.0450 -5.2670
H -2.6722 -0.5866 -4.0525
H -6.6282 3.2049 -3.6100
H 1.0578 -3.7743 -4.2948
H 2.5918 -1.5065 -3.6544
H 1.4926 -1.6291 -5.2504
H 1.6070 0.8372 -5.0518
H 0.2459 0.6539 -3.6550
H 2.1322 0.7602 -3.2055
C 0.6370 2.3009 6.5556
Cl 1.6687 3.1640 7.7241
Cl -0.4606 1.2030 7.4300
Cl -0.3203 3.4802 5.6242
Cl 1.6604 1.3564 5.4441
C 6.9371 5.7230 -1.4955
Cl 8.5746 5.9428 -0.8287
Cl 6.7503 4.0472 -2.0714
Cl 5.7300 6.0532 -0.2272
Cl 6.6933 6.8488 -2.8549
C 5.4371 4.7736 7.9265
Cl 7.0746 4.9934 8.5933
Cl 5.2503 3.0978 7.3506
Cl 4.2300 5.1037 9.1948
Cl 5.1933 5.8993 6.5671
C -2.9630 4.1579 0.8670
Cl -4.0498 5.4707 1.3867
Cl -2.7439 3.0030 2.2061
Cl -3.6751 3.3163 -0.5326
Cl -1.3829 4.8417 0.4080
C -2.9629 -0.8708 -9.1399
Cl -3.8667 0.0574 -7.9166
Cl -4.0853 -1.4433 -10.3998
Cl -1.7219 0.1721 -9.8794
Cl -2.1779 -2.2694 -8.3637
C 8.7370 4.3282 3.1629
Cl 7.8574 4.7506 4.6538
Cl 10.1788 3.3663 3.5763
Cl 7.6741 3.3767 2.0956
Cl 9.2379 5.8195 2.3262
C 10.8371 9.8255 1.1197
Cl 9.4266 10.4443 2.0155
Cl 12.2520 9.7746 2.2015
Cl 10.4873 8.1841 0.5215
Cl 11.1824 10.8994 -0.2596
C -5.9630 -7.9132 2.2188
Cl -5.7397 -7.9256 3.9865
Cl -6.0760 -9.5885 1.6227
Cl -7.4609 -7.0369 1.8155
Cl -4.5751 -7.1018 1.4506
C -2.8609 -7.2856 -2.7073
Cl -4.5681 -6.7779 -2.6579
Cl -2.4254 -8.0557 -1.1607
Cl -2.6253 -8.4482 -4.0368
Cl -1.8250 -5.8606 -2.9737
C 6.1391 -1.7523 5.1165
Cl 4.8946 -2.6772 5.9943
Cl 7.7534 -2.2154 5.7117
Cl 6.0241 -2.1069 3.3742
Cl 5.8842 -0.0095 5.3860
C -9.7610 -1.1385 -5.4064
Cl -8.7293 -0.2755 -4.2378
Cl -10.8586 -2.2364 -4.5320
Cl -10.7183 0.0407 -6.3377
Cl -8.7376 -2.0830 -6.5179
C 2.4414 7.8057 3.6724
Cl 3.9985 8.1473 4.4684
Cl 1.4702 9.2979 3.6024
Cl 2.7374 7.2115 2.0190
Cl 1.5595 6.5661 4.6000
C -10.4586 -6.6922 -4.3744
Cl -11.3382 -6.2698 -2.8835
Cl -9.0169 -7.6541 -3.9610
Cl -11.5215 -7.6437 -5.4417
Cl -9.9578 -5.2010 -5.2111
```

---

No. 2
A molecular structure, C39H40CsFN3OPSi at a distorted geometry. Source: OMol25; level of theory: ωB97M-V with the def2-TZVPD basis set.

Calculated values
- Net charge: -2
- LUMO energy: 3.5733 eV
- Total energy: -68040.7000 eV
- 2S+1: 1
- F_max: 3.95 eV/A

XYZ file:
```
87
C39H40CsFN3OPSi ωB97M-V with the def2-TZVPD basis set
Cs -11.2084 -12.9469 -2.8159
C -15.2389 -16.4146 -2.8631
C -16.4884 -16.7582 -2.0133
C -16.8531 -18.0882 -1.8505
C -17.6246 -18.4317 -0.6804
C -18.1155 -17.4589 0.1456
C -18.0860 -16.1319 -0.2846
C -17.2278 -15.7207 -1.2255
P -16.9755 -14.0235 -1.6132
C -18.6467 -13.3021 -1.3674
C -18.8887 -12.2943 -0.4291
C -20.1643 -11.7422 -0.2605
C -21.2109 -12.1342 -1.0645
C -20.9493 -13.2004 -1.8814
C -19.7300 -13.7902 -2.0604
C -19.5406 -14.5780 -3.2754
C -15.9467 -13.4172 -0.2972
C -16.2257 -13.6801 1.0424
C -15.6835 -12.8922 2.0770
C -14.8682 -11.7991 1.8022
C -14.5909 -11.5315 0.4864
C -15.0070 -12.3515 -0.6640
C -14.5051 -12.1825 -1.8959
H -14.3135 -16.9006 -2.6233
H -14.9086 -15.3792 -2.9157
H -15.4263 -16.7574 -3.9241
H -16.5579 -18.8533 -2.5713
H -17.8816 -19.4970 -0.4371
H -18.7784 -17.5876 0.9924
H -18.6426 -15.3796 0.2549
H -18.0651 -11.8973 0.1482
H -20.2498 -10.9102 0.4504
H -22.2041 -11.6922 -1.0662
H -21.8268 -13.7010 -2.3369
H -20.1270 -15.4875 -3.3093
H -18.5036 -14.8801 -3.4160
H -19.7523 -14.0032 -4.2545
H -16.9322 -14.5090 1.1260
H -15.9493 -13.2249 3.0789
H -14.5062 -11.1606 2.6255
H -14.0899 -10.5921 0.3274
H -13.9209 -11.2885 -1.9423
H -14.6542 -12.8514 -2.7221
O -10.3612 -14.8834 -5.1397
C -10.3130 -16.1700 -5.1977
C -10.6056 -16.8578 -6.4299
C -10.7263 -18.2516 -6.4813
C -10.6462 -19.0612 -5.3184
C -10.2392 -18.3953 -4.1890
C -10.0427 -17.0178 -4.0536
C -9.5133 -16.4638 -2.7565
N -9.0779 -15.2557 -2.4845
C -8.5800 -15.2974 -1.1711
C -8.6574 -16.6196 -0.6537
N -9.3960 -17.3030 -1.6431
H -10.6674 -16.2359 -7.3319
H -10.9834 -18.7957 -7.3775
H -10.9121 -20.1061 -5.3312
H -10.0204 -18.9957 -3.2571
H -8.0150 -14.4627 -0.7996
H -8.2968 -17.0434 0.2539
H -9.9464 -18.1799 -1.5887
C -13.3533 -12.0721 -8.3691
Si -14.0192 -12.1343 -6.5747
C -13.8992 -14.0255 -6.0677
C -15.8931 -11.7936 -6.5699
N -12.9111 -11.2059 -5.5512
C -12.5850 -9.9425 -5.6947
C -13.2179 -8.9419 -6.5989
C -12.6032 -7.7398 -6.9091
C -11.3745 -7.3849 -6.2812
C -10.7586 -8.2083 -5.3578
C -11.3773 -9.3773 -5.0237
F -11.1142 -10.0242 -3.8089
H -12.7996 -13.0217 -8.5067
H -12.6297 -11.2496 -8.4647
H -14.2129 -11.9051 -9.0896
H -13.9720 -14.7137 -6.9315
H -14.6063 -14.3099 -5.2434
H -12.8991 -14.1525 -5.5611
H -16.3844 -12.3929 -7.2918
H -16.1742 -10.8044 -6.8065
H -16.2802 -11.9117 -5.5534
H -14.1409 -9.2879 -7.1304
H -13.0754 -7.0772 -7.6261
H -10.8192 -6.5844 -6.7379
H -9.8030 -7.9115 -4.9093
```

---

No. 3
7 unconnected molecules or ions with the total composition C39H40N7O12P. Source: OMol25; level of theory: ωB97M-V with the def2-TZVPD basis set.

Calculated values
- Net charge: 0
- LUMO energy: -0.9523 eV
- SMILES: O=[N+]([O-])c1ccccc1.O=[N+]([O-])c1ccccc1.O=[N+]([O-])c1ccccc1.O=[N+]([O-])c1ccccc1.O=[N+]([O-])c1ccccc1.O=[N+]([O-])c1ccccc1.NCCCP
- Total energy: -85364.4575 eV
- 2S+1: 1
- F_max: 0.22 eV/A

XYZ file:
```
99
C39H40N7O12P ωB97M-V with the def2-TZVPD basis set
N 0.0792 1.5181 3.3937
C -0.4152 1.3842 2.0132
C 0.4270 2.1880 1.0173
C -0.2207 3.4508 0.4336
P -1.1307 4.6291 1.5269
H -0.6957 1.5522 4.0425
H 0.6051 2.3750 3.5040
H -1.4667 1.6660 1.9403
H -0.3685 0.3324 1.7366
H 0.6818 1.5368 0.1814
H 1.3695 2.4702 1.4922
H -0.8866 3.1866 -0.3904
H 0.5633 4.0776 0.0004
H -2.0893 3.7384 2.0572
H -0.2712 4.5346 2.6444
C 0.0440 -2.4339 -4.1216
C 0.1271 -1.0883 -3.7879
C -0.5111 -0.6111 -2.6547
C -1.2157 -1.5103 -1.8767
C -1.3114 -2.8555 -2.1797
C -0.6744 -3.3138 -3.3218
N -1.8794 -1.0012 -0.6608
O -1.8205 0.1961 -0.4554
O -2.4423 -1.7976 0.0610
H 0.5516 -2.8098 -5.0002
H 0.7029 -0.4108 -4.4052
H -0.4541 0.4256 -2.3620
H -1.8681 -3.5182 -1.5343
H -0.7252 -4.3612 -3.5774
C -0.9727 -10.1087 -6.2444
C -0.9167 -9.9195 -4.8699
C -0.3816 -8.7523 -4.3490
C 0.0859 -7.7964 -5.2314
C 0.0441 -7.9595 -6.6034
C -0.4927 -9.1329 -7.1081
N 0.6501 -6.5474 -4.6845
O 0.6928 -6.4267 -3.4766
O 1.0337 -5.7061 -5.4736
H -1.3925 -11.0218 -6.6448
H -1.2897 -10.6815 -4.1995
H -0.3233 -8.5800 -3.2849
H 0.4244 -7.1844 -7.2514
H -0.5355 -9.2838 -8.1780
C -1.0703 0.8124 7.2250
C 0.2579 0.8049 6.8186
C 1.2670 0.5574 7.7370
C 0.9130 0.3193 9.0513
C -0.4020 0.3163 9.4802
C -1.3992 0.5639 8.5513
N 1.9786 0.0520 10.0371
O 3.1287 0.0775 9.6474
O 1.6444 -0.1797 11.1821
H -1.8596 0.9989 6.5104
H 0.5101 0.9932 5.7834
H 2.3069 0.5487 7.4474
H -0.6285 0.1196 10.5172
H -2.4329 0.5656 8.8653
C -0.3823 5.3763 -6.4607
C 0.8035 4.7905 -6.8841
C 1.4188 3.8235 -6.1058
C 0.8186 3.4669 -4.9123
C -0.3606 4.0348 -4.4658
C -0.9617 5.0012 -5.2557
N 1.4614 2.4356 -4.0788
O 2.5055 1.9539 -4.4755
O 0.9118 2.1199 -3.0437
H -0.8577 6.1305 -7.0736
H 1.2529 5.0864 -7.8221
H 2.3423 3.3541 -6.4093
H -0.7893 3.7253 -3.5246
H -1.8835 5.4612 -4.9275
C 5.7603 1.3293 -4.5049
C 6.2060 0.5088 -5.5336
C 7.5575 0.4233 -5.8270
C 8.4403 1.1716 -5.0712
C 8.0272 1.9956 -4.0410
C 6.6717 2.0697 -3.7626
N 9.8832 1.0854 -5.3752
O 10.2228 0.3711 -6.2967
O 10.6439 1.7324 -4.6848
H 4.7034 1.3926 -4.2857
H 5.4970 -0.0700 -6.1104
H 7.9286 -0.2062 -6.6215
H 8.7551 2.5600 -3.4782
H 6.3262 2.7081 -2.9606
C -8.8746 1.8782 8.5082
C -8.3961 0.8390 7.7211
C -7.0505 0.7739 7.3969
C -6.2139 1.7634 7.8779
C -6.6632 2.8094 8.6620
C -8.0117 2.8605 8.9760
N -4.7786 1.6987 7.5438
O -4.4031 0.7817 6.8401
O -4.0520 2.5602 7.9935
H -9.9262 1.9224 8.7590
H -9.0704 0.0758 7.3576
H -6.6511 -0.0215 6.7859
H -5.9695 3.5586 9.0123
H -8.3873 3.6693 9.5876
```

---

No. 4
A molecular structure, C39H41AsCdF6N9O8S at a distorted geometry. Source: OMol25; level of theory: ωB97M-V with the def2-TZVPD basis set.

Calculated values
- Net charge: 0
- LUMO energy (alpha / beta): -1.4825 / -4.5648 eV
- Total energy: -163446.7150 eV
- 2S+1: 2
- F_max: 5.90 eV/A
- ΔE to the lowest compared entry with this formula, charge and spin: 0.634 eV

XYZ file:
```
106
C39H41AsCdF6N9O8S ωB97M-V with the def2-TZVPD basis set
Cd 7.6286 -23.6273 -10.4958
C -6.1940 -22.8448 -8.2177
O -5.4652 -23.1004 -9.4287
C -4.1632 -22.9033 -9.3932
C -3.4274 -22.5943 -8.2388
C -2.0170 -22.4826 -8.3970
C -1.4207 -22.6613 -9.6254
C -2.1447 -22.9527 -10.7882
C -3.5517 -23.0000 -10.6700
C -0.0020 -22.6389 -9.7623
N 0.6479 -22.6143 -10.9094
C 1.9013 -22.6470 -10.4980
C 2.1156 -22.6950 -9.1418
N 0.8104 -22.7221 -8.6081
C 3.4109 -22.6963 -8.5693
C 3.6668 -22.4854 -7.2008
C 4.9852 -22.3994 -6.7673
C 5.9903 -22.5569 -7.7342
N 5.7687 -22.7919 -8.9818
C 4.5027 -22.8666 -9.4496
C 4.3435 -23.0126 -10.8598
N 5.4202 -23.3183 -11.5752
C 5.3053 -23.3381 -12.9096
C 4.0993 -22.9923 -13.5292
C 2.9492 -22.7652 -12.8082
C 3.0957 -22.8095 -11.4313
H -7.2451 -22.9607 -8.3481
H -6.0810 -21.7924 -7.9323
H -5.8695 -23.4737 -7.3813
H -4.0053 -22.4249 -7.3111
H -1.3786 -22.1718 -7.6119
H -1.6698 -23.1407 -11.7348
H -4.3381 -23.2382 -11.4057
H 0.5427 -22.7480 -7.6410
H 2.9266 -22.2479 -6.4869
H 5.2012 -22.3094 -5.7032
H 7.0702 -22.4874 -7.5590
H 6.1958 -23.7079 -13.4058
H 4.0840 -22.8988 -14.6481
H 2.0497 -22.7424 -13.4087
C 8.1423 -27.6729 -9.4320
C 8.1825 -26.1701 -9.6763
O 9.3151 -25.6285 -9.8919
O 7.0705 -25.5572 -9.6966
H 8.7729 -28.1575 -10.1767
H 7.1805 -28.0934 -9.5940
H 8.5491 -27.8123 -8.4235
C 11.8112 -24.7802 -13.8366
N 10.4080 -24.9151 -13.5526
C 9.6752 -26.1753 -13.2812
C 8.4285 -25.7078 -12.6877
O 7.4655 -26.3767 -12.4162
N 8.5587 -24.3452 -12.4278
C 9.7189 -23.9164 -12.8840
N 10.1840 -22.6934 -12.7645
H 12.1926 -25.7859 -13.9955
H 12.2822 -24.3215 -12.9757
H 11.9975 -24.1353 -14.7112
H 10.2550 -26.7949 -12.6444
H 9.4250 -26.7043 -14.1850
H 9.9036 -22.1283 -11.9616
H 11.0862 -22.5525 -13.1814
C 12.9533 -29.1097 -3.9356
C 12.6925 -27.6992 -4.3530
C 13.5827 -27.0520 -5.1895
C 13.3799 -25.7011 -5.5473
C 12.3012 -24.9855 -5.0018
C 11.3620 -25.6435 -4.2453
C 11.5802 -26.9324 -3.8832
S 12.0483 -23.3120 -5.4352
O 13.2947 -22.5982 -5.7486
O 11.0815 -22.8443 -4.4970
N 11.3036 -23.4098 -6.8522
C 11.9279 -23.4222 -8.1927
C 11.2817 -22.3846 -9.0723
C 9.8134 -22.5653 -9.2731
O 9.3030 -22.0592 -10.3334
O 9.0912 -23.1189 -8.4510
H 13.8999 -29.1755 -3.3603
H 13.0813 -29.7189 -4.8535
H 12.1099 -29.5507 -3.4336
H 14.4722 -27.5416 -5.5917
H 14.0320 -25.1395 -6.1987
H 10.5234 -25.0743 -3.8490
H 10.8853 -27.4368 -3.2498
H 10.3474 -23.6567 -6.8180
H 11.7316 -24.3913 -8.6353
H 13.0080 -23.3014 -8.1398
H 11.8194 -22.3358 -10.0233
H 11.3736 -21.4230 -8.5615
F 5.2339 -20.3954 -11.4401
As 6.3013 -19.3363 -12.3150
F 5.8017 -20.0857 -13.8504
F 7.6045 -20.5337 -12.1631
F 7.4167 -18.3349 -13.1376
F 6.7852 -18.6075 -10.7630
F 5.0974 -18.1490 -12.4815
C 6.6605 -17.7772 -7.5018
C 5.9522 -19.1352 -7.5330
C 5.1451 -19.4156 -6.3400
N 4.4357 -19.6879 -5.4617
H 7.3096 -17.6976 -8.3759
H 7.3019 -17.6698 -6.6487
H 5.9170 -16.9834 -7.5152
H 6.7539 -19.8831 -7.6037
H 5.2360 -19.2806 -8.3610
```

---

Question: What is the net charge in the second record?
Answer: -2

---

Question: Which of these has the lowest net charge?
Answer: C39H40CsFN3OPSi

---

Question: Look up the F_max of the second one.
Answer: 3.95 eV/A